Record 1
{
  "formula": "C17H26F5N2O17",
  "method": "ωB97M-V/def2-TZVPD",
  "max_force_ev_per_a": 6.8,
  "total_energy_ha": -2551.15517,
  "e_homo_ev": [-3.49, -9.91],
  "homo_lumo_gap_ev": [3.17, 9.57],
  "spin_multiplicity": 2,
  "elements": ["N", "H", "H", "H", "H", "N", "H", "H", "H", "H", "C", "C", "O", "O", "H", "H", "H", "C", "C", "O", "C", "O", "O", "F", "H", "H", "H", "C", "C", "O", "C", "O", "O", "F", "H", "H", "H", "C", "C", "O", "C", "O", "O", "F", "H", "H", "H", "C", "C", "O", "C", "O", "O", "F", "H", "H", "H", "C", "C", "O", "C", "O", "O", "F", "H", "H", "H"],
  "coordinates": [[3.13315, 7.78270, -19.84043], [3.22747, 6.77712, -19.84477], [2.82762, 8.19256, -18.96936], [2.24453, 7.83939, -20.31712], [3.95059, 8.27365, -20.17340], [1.20506, 5.07040, -17.71558], [2.18174, 5.06128, -17.97272], [1.15352, 4.40706, -16.95570], [0.68545, 4.71659, -18.50610], [1.01774, 6.01248, -17.40336], [5.07707, 3.37674, -19.42617], [4.41592, 4.73469, -19.76381], [3.69462, 5.29063, -18.83156], [4.82123, 5.35238, -20.84823], [4.27654, 2.80170, -18.96080], [6.08829, 3.31102, -19.02464], [5.12162, 3.07795, -20.47348], [0.20565, 1.56615, -18.16712], [1.56506, 1.02787, -17.81917], [1.35805, 0.82849, -16.42368], [0.13090, 1.21080, -15.95025], [-0.36805, 0.95413, -14.78974], [-0.66124, 1.46514, -16.98662], [2.43966, 1.99334, -17.94795], [-0.35160, 1.03210, -18.93679], [0.39684, 2.57700, -18.52730], [1.90145, 0.28346, -18.54083], [5.21462, 2.90408, -15.16168], [4.78766, 3.47844, -13.78217], [3.39751, 3.41409, -13.86990], [3.09015, 3.32933, -15.18842], [1.99400, 3.62839, -15.60983], [4.14945, 3.12644, -16.02392], [5.20841, 4.68471, -13.45501], [5.50230, 1.85377, -15.11497], [6.13360, 3.40347, -15.46856], [5.16235, 2.70688, -13.10956], [6.46197, -0.47218, -20.85773], [4.94550, -0.39452, -21.02728], [4.78840, -1.58947, -21.71864], [5.71718, -2.45560, -21.37614], [5.67939, -3.63297, -21.74861], [6.67800, -1.84217, -20.74070], [4.67200, 0.70619, -21.72361], [6.79515, -0.01704, -19.92503], [7.17738, -0.11616, -21.59904], [4.40338, -0.22636, -20.09673], [7.69586, 7.07752, -22.00517], [8.19297, 6.40576, -20.68495], [7.95944, 7.36477, -19.73980], [7.16354, 8.39267, -20.26576], [6.33073, 9.01121, -19.64420], [7.23813, 8.35903, -21.62025], [9.53214, 6.28346, -20.80416], [6.91986, 6.39089, -22.34350], [8.41484, 7.11662, -22.82349], [7.78455, 5.40474, -20.54619], [3.18523, 6.79230, -23.46044], [2.50604, 5.47407, -22.95494], [1.53454, 5.26431, -23.90022], [1.28747, 6.37161, -24.65338], [0.40414, 6.46644, -25.46782], [2.19796, 7.30202, -24.40638], [1.88014, 5.64185, -21.78058], [4.01666, 6.60411, -24.13971], [3.45191, 7.39815, -22.59445], [3.31378, 4.75861, -22.80075]],
  "atomic_forces_ev_per_a": [[-0.995, 0.553, -0.203], [1.088, -1.320, 1.195], [0.223, -0.298, 1.474], [-0.512, 0.890, -1.436], [0.313, 0.278, -0.685], [0.212, -0.933, 0.276], [1.442, 0.055, -0.764], [-0.199, -0.261, 0.752], [-0.647, 0.556, -0.637], [-0.767, 1.151, -0.076], [-1.795, 0.360, -2.260], [2.132, 3.252, 0.866], [0.602, -1.196, -2.276], [-1.593, -1.639, 2.519], [0.703, -0.259, 0.488], [-0.382, 0.516, 0.392], [0.490, -1.036, 0.017], [-1.981, -0.175, -0.886], [-2.960, 0.102, 0.931], [1.414, -0.996, 0.928], [-3.281, -3.611, 4.338], [3.519, 1.951, -5.486], [1.383, 1.495, -1.136], [2.133, 1.932, -0.240], [0.316, -0.051, -0.060], [-0.617, 0.231, 0.324], [-0.032, -1.210, 1.177], [2.329, 0.846, 0.720], [0.766, -3.502, -0.759], [-0.003, -0.134, -0.934], [-1.926, 2.097, -1.541], [1.042, -1.184, 0.945], [-1.422, -0.053, 1.325], [0.216, 1.006, -0.086], [-0.505, -0.182, 0.258], [-0.210, 0.355, -0.419], [-0.243, 0.610, 0.945], [1.065, 1.144, 2.145], [2.740, 0.847, 0.179], [-3.458, 0.940, -0.537], [0.162, -5.047, -2.371], [0.297, 3.269, 1.583], [1.342, -1.218, 0.996], [-0.858, 0.610, -1.568], [-0.133, 0.079, 0.107], [-0.904, 0.457, -0.698], [-0.253, -1.053, 0.153], [-0.204, -1.649, 0.109], [0.647, 1.197, -2.559], [-1.491, 1.162, 1.098], [-2.066, -1.212, 0.290], [2.185, -0.469, -0.769], [-0.105, 0.119, 0.520], [1.407, -0.600, 0.301], [-0.777, 0.692, -0.163], [0.354, 0.303, 0.505], [-0.296, 0.303, 0.657], [-0.867, -1.076, -0.728], [1.917, 1.753, -0.945], [-0.468, -1.312, -0.593], [-1.199, 0.041, -1.373], [1.189, -0.314, 1.325], [0.486, 0.958, 1.251], [-0.474, 0.359, 1.307], [0.444, -0.248, 0.713], [-0.284, 0.508, -0.544], [-0.649, -0.733, -0.374]]
}

***

Record 2
{
  "formula": "C17H26F6NOOsP",
  "method": "ωB97M-V/def2-TZVPD",
  "total_charge": 2,
  "max_force_ev_per_a": 5.9,
  "total_energy_ha": -1823.68934,
  "e_homo_ev": [-15.17, -15.65],
  "homo_lumo_gap_ev": [7.61, 4.70],
  "spin_multiplicity": 5,
  "elements": ["C", "C", "C", "C", "C", "C", "C", "C", "N", "Os", "C", "P", "H", "H", "H", "H", "H", "H", "H", "H", "C", "C", "H", "C", "C", "H", "H", "H", "H", "H", "H", "H", "H", "H", "H", "H", "H", "H", "H", "C", "C", "O", "C", "F", "F", "F", "C", "F", "F", "F", "H", "H", "H"],
  "coordinates": [[1.22136, 3.01946, -2.59672], [-0.16586, 2.81539, -2.54788], [-0.66106, 1.68229, -1.88736], [0.20415, 0.70866, -1.36561], [1.58564, 0.97609, -1.37645], [2.09864, 2.10654, -2.01181], [-2.13333, 1.54594, -1.69475], [-2.49474, 0.49227, -0.65735], [-2.25416, -0.87235, -1.18487], [-0.47057, -1.13197, -0.53367], [2.54274, 0.04316, -0.66843], [1.73525, -1.56568, -0.03099], [-0.88461, 3.53137, -2.97799], [3.19033, 2.27736, -1.99322], [1.61343, 3.91510, -3.07521], [3.01873, 0.58596, 0.16148], [3.37635, -0.18813, -1.33900], [-2.57584, 2.49699, -1.39705], [-2.62067, 1.33267, -2.66823], [-1.86238, 0.55192, 0.24528], [2.76150, -1.61020, 1.53324], [2.54898, -2.73570, -1.22115], [-3.55660, 0.45608, -0.39234], [-3.11885, -2.02289, -0.71054], [-0.81490, -2.17286, -2.27267], [1.21122, -2.81703, 0.59177], [-2.61438, -2.65794, 0.03736], [-4.00338, -1.53765, -0.27944], [-3.49629, -2.64735, -1.53304], [-0.19986, -1.54425, -2.91841], [-0.57599, -3.10124, -1.72745], [-1.69785, -2.41558, -2.91474], [2.77020, -2.21953, -2.17064], [3.43462, -3.19489, -0.74982], [1.83564, -3.54784, -1.41533], [3.00577, -0.59377, 1.87794], [2.19020, -2.07249, 2.34831], [3.66032, -2.22388, 1.34971], [-2.52057, -0.75353, -2.19785], [-1.73221, 0.66025, 3.36127], [-0.39711, 0.73024, 2.64879], [-0.10449, -0.20928, 1.66293], [-0.20812, 2.20446, 2.12939], [-0.39926, 3.16871, 3.08354], [0.98894, 2.42750, 1.54802], [-1.14454, 2.47329, 1.16980], [0.70237, 0.51226, 3.75463], [0.60368, 1.34398, 4.84530], [0.61863, -0.75906, 4.24966], [1.97032, 0.65136, 3.28539], [-1.80929, 1.38923, 4.17743], [-1.83307, -0.33084, 3.80417], [-2.53907, 0.82741, 2.64462]],
  "atomic_forces_ev_per_a": [[0.565, 0.269, -0.127], [1.131, 1.144, -0.431], [-0.418, -2.185, 1.271], [-0.645, -0.699, -0.012], [0.106, -2.554, 1.436], [0.241, 2.365, -1.047], [-0.400, -0.332, 0.032], [-1.247, -0.402, 0.751], [-5.221, 1.178, -2.455], [1.734, 2.040, 1.192], [-0.656, 1.152, -0.631], [4.502, -0.173, 0.365], [0.556, -0.293, 0.153], [-0.753, 0.012, -0.158], [-0.077, -0.225, 0.070], [-0.265, 0.016, -0.004], [0.021, -0.142, -0.061], [0.118, 0.145, 0.114], [0.132, -0.017, 0.239], [-0.648, 0.658, 0.057], [-0.143, -0.065, 0.515], [-0.386, 0.031, -0.156], [0.135, 0.902, 0.241], [-1.156, 0.856, 0.352], [0.735, -0.822, -0.264], [-1.422, -0.505, 0.309], [-0.139, 0.336, -0.170], [0.131, -0.514, 0.318], [0.548, 0.281, 0.129], [1.113, -1.151, -0.241], [1.180, -0.499, -1.232], [0.199, 0.557, 1.188], [0.159, -0.418, 0.384], [-0.234, 0.402, -0.384], [0.277, 0.153, -0.128], [0.037, -0.537, -0.339], [0.140, 0.081, -0.247], [-0.339, 0.392, -0.014], [0.791, -0.420, 1.285], [-0.484, -0.452, -0.106], [1.590, 0.762, 0.736], [-0.964, -0.333, -1.715], [-0.336, 1.015, 0.393], [0.432, -1.421, -1.034], [-0.424, -0.204, 0.177], [0.197, -0.262, -0.003], [0.683, -0.297, 1.690], [-0.138, -0.819, -1.559], [-0.103, 0.973, -0.649], [-0.848, 0.116, 0.115], [0.122, -0.084, -0.371], [-0.092, 0.001, -0.109], [-0.036, -0.015, 0.136]]
}

***

Record 3
{
  "formula": "C17H26FNO10S",
  "method": "ωB97M-V/def2-TZVPD",
  "max_force_ev_per_a": 9.8,
  "total_energy_ha": -1968.27193,
  "e_homo_ev": -9.93,
  "homo_lumo_gap_ev": 9.39,
  "smiles": "CCC[C@@H]1CC[C@](CC(=O)F)(ON=O)OS1(=O)=O.O=C1CCCO1.O=C1CCCO1",
  "elements": ["C", "C", "C", "C", "C", "C", "C", "C", "C", "O", "F", "O", "N", "O", "O", "S", "O", "O", "H", "H", "H", "H", "H", "H", "H", "H", "H", "H", "H", "H", "H", "H", "O", "C", "C", "C", "C", "O", "H", "H", "H", "H", "H", "H", "O", "C", "C", "C", "C", "O", "H", "H", "H", "H", "H", "H"],
  "coordinates": [[0.93968, -0.47180, 3.24277], [1.02710, 1.06116, 2.62210], [-0.42580, 1.85863, 2.64987], [-1.24852, 1.80134, 1.23197], [-2.31380, 3.08837, 1.20332], [-3.40016, 2.90685, 2.41895], [-4.20041, 1.43928, 2.37830], [-5.82179, 1.84298, 2.31377], [-6.36136, 2.58786, 3.67081], [-7.01611, 3.75440, 3.50524], [-6.21404, 2.05323, 5.05623], [-3.94387, 0.65391, 3.62269], [-4.88369, -0.33329, 3.72342], [-4.87913, -0.74323, 4.88274], [-3.93563, 0.68007, 1.14052], [-2.28977, 0.26515, 0.97813], [-2.05916, -0.18674, -0.50659], [-1.96586, -0.91388, 1.92689], [1.94753, -0.85266, 3.70216], [0.64447, -1.22670, 2.36768], [0.02392, -0.52306, 4.00519], [1.77244, 1.64768, 3.34687], [1.54825, 1.09639, 1.55754], [-0.14562, 3.00563, 2.82419], [-1.09865, 1.56366, 3.57590], [-0.50610, 1.89934, 0.33218], [-1.75779, 4.12147, 1.30470], [-2.86666, 3.07191, 0.15986], [-2.83936, 3.06139, 3.45953], [-4.17284, 3.81223, 2.35419], [-5.90312, 2.61757, 1.42230], [-6.46759, 0.91103, 1.99106], [2.38636, -0.60886, -1.43600], [1.68947, -0.77361, -2.42362], [0.94662, -2.03020, -2.76319], [0.60706, -1.81428, -4.21629], [0.50559, -0.31446, -4.31209], [1.44285, 0.18809, -3.36090], [0.04971, -2.09444, -2.14090], [1.57800, -2.91098, -2.62534], [-0.30387, -2.32855, -4.53389], [1.43323, -2.17103, -4.84334], [-0.49162, 0.05248, -4.04734], [0.76332, 0.04893, -5.31116], [3.36142, -2.56039, -4.26795], [4.46059, -2.67551, -3.75147], [4.99473, -1.81786, -2.64454], [6.46890, -2.13197, -2.68397], [6.49133, -3.54510, -3.20500], [5.36735, -3.64249, -4.07848], [4.53784, -2.12725, -1.70043], [4.80467, -0.75976, -2.83878], [6.96578, -2.02196, -1.71642], [6.96739, -1.46528, -3.39815], [6.37758, -4.28478, -2.40556], [7.40915, -3.76093, -3.75966]],
  "atomic_forces_ev_per_a": [[-1.053, -0.369, -1.144], [0.603, -0.070, 1.156], [0.809, 0.436, 0.036], [-0.029, 2.594, 1.126], [-0.496, -0.870, -0.342], [0.687, 0.624, 0.521], [-1.529, 1.705, 0.228], [0.707, -0.477, -0.631], [-3.810, 6.242, -0.369], [4.729, -8.371, 1.684], [-0.214, 1.311, -4.617], [0.270, 1.899, -2.212], [-0.184, -1.686, 4.687], [-0.060, 1.047, -4.279], [1.765, 0.955, 1.803], [2.465, -6.572, -3.041], [-1.509, 2.559, 5.213], [-1.434, 4.952, -2.437], [-2.003, 0.983, -0.765], [0.663, 1.648, 1.951], [2.276, 0.097, -1.460], [-1.753, -1.053, -1.573], [-1.354, -0.174, 2.133], [-0.789, -2.352, -0.609], [1.442, 0.273, -2.028], [-1.632, -0.705, 1.593], [-0.985, -2.270, -0.103], [1.053, 0.091, 2.138], [-1.287, -0.632, -2.247], [1.484, -2.240, 0.093], [-0.030, -1.435, 2.248], [1.263, 1.804, 1.148], [-0.737, 0.368, -1.477], [0.658, 0.156, 1.415], [-0.036, -0.382, -0.295], [-0.269, -0.759, -0.791], [-0.505, 0.154, -0.631], [0.577, -0.199, 0.885], [0.114, 0.025, 0.120], [-0.165, 0.247, 0.272], [0.021, 0.181, 0.053], [-0.441, 0.156, 0.224], [0.083, 0.032, 0.023], [0.068, 0.144, 0.278], [2.134, -0.631, 0.348], [-1.522, 0.010, -0.518], [0.383, 0.364, 0.014], [0.646, 0.506, 0.333], [0.695, -0.356, 0.182], [-0.883, 0.436, -0.247], [-0.155, 0.179, -0.133], [-0.366, -0.275, 0.203], [-0.026, -0.075, -0.160], [-0.023, -0.127, 0.124], [-0.014, 0.039, -0.075], [-0.304, -0.136, -0.047]]
}

***

Which formula does entry 1 have? C17H26F5N2O17